Entry 1:
Here is a molecular structure, C42H35BrF10N7O6P2S5Ti from the OMol25 dataset. Energies are from ωB97M-V/def2-TZVPD.

XYZ file:
```
109
Properties=species:S:1:pos:R:3:mulliken_spin:R:1
Ti -1.16 -0.17 -0.34 0.93
S -1.14 1.63 1.48 -0.05
C -2.73 1.62 0.89 0.04
N -3.02 0.77 -0.08 0.00
C -4.35 0.84 -0.48 0.02
C -4.96 0.10 -1.49 0.00
C -6.30 0.31 -1.75 0.00
C -7.04 1.25 -1.02 0.00
C -6.44 1.99 -0.02 0.00
C -5.09 1.78 0.24 -0.01
S -4.07 2.57 1.42 0.01
H -4.38 -0.60 -2.07 0.01
H -6.79 -0.26 -2.54 0.00
H -8.08 1.40 -1.25 0.00
H -7.00 2.73 0.54 0.00
F 7.39 1.73 -1.51 0.00
C 6.25 1.41 -0.90 0.00
C 6.15 1.50 0.47 0.00
F 7.21 1.88 1.19 0.00
C 4.96 1.18 1.09 0.00
F 4.94 1.27 2.42 0.00
C 3.83 0.79 0.38 0.02
P 2.26 0.31 1.24 -0.03
C 2.04 1.62 2.49 -0.01
C 2.31 2.95 2.19 0.00
C 1.95 3.96 3.07 0.00
C 1.30 3.65 4.26 0.00
C 1.02 2.33 4.56 0.00
C 1.38 1.32 3.68 0.00
C 2.85 -1.14 2.21 -0.01
C 3.49 -1.08 3.45 0.00
C 3.87 -2.24 4.09 0.00
C 3.62 -3.48 3.52 0.00
C 2.99 -3.55 2.29 0.00
C 2.60 -2.39 1.64 0.01
C 3.95 0.72 -1.01 0.00
Br 2.52 0.25 -2.14 0.00
C 5.15 1.02 -1.63 0.00
F 5.28 0.96 -2.96 0.00
H 2.78 3.22 1.26 0.00
H 2.15 4.99 2.81 0.00
H 1.01 4.44 4.94 0.00
H 0.51 2.08 5.48 0.00
H 1.14 0.30 3.93 0.00
H 3.68 -0.12 3.91 0.00
H 4.36 -2.17 5.06 0.00
H 3.91 -4.38 4.04 0.00
H 2.77 -4.51 1.85 0.00
H 2.09 -2.46 0.69 0.00
F -1.65 -1.95 -1.49 0.02
P -0.19 -2.87 -1.64 0.00
F 0.42 -1.63 -0.65 0.03
F -0.96 -3.94 -2.52 0.00
F 1.20 -3.60 -1.64 0.00
F 0.17 -1.99 -2.91 0.00
F -0.64 -3.63 -0.30 0.00
C 0.22 -6.77 -0.41 0.00
C -0.23 -7.50 0.84 0.00
S -0.75 -6.43 2.16 0.00
O -1.06 -7.25 3.31 0.00
O 0.20 -5.35 2.28 0.00
C -2.30 -5.74 1.60 0.00
C -2.81 -4.69 2.59 0.00
N -2.20 -3.38 2.39 0.00
C -2.54 -2.55 1.38 0.00
N -1.70 -1.53 1.30 0.00
C -0.79 -1.68 2.32 -0.01
C -1.08 -2.83 2.98 0.00
N -0.43 -3.30 4.17 0.00
O 0.60 -2.75 4.47 0.00
O -1.00 -4.15 4.83 0.00
C -3.73 -2.76 0.52 0.01
H 0.52 -7.49 -1.17 0.00
H 1.07 -6.12 -0.19 0.00
H -0.56 -6.15 -0.83 0.00
H 0.57 -8.07 1.30 0.00
H -1.06 -8.19 0.66 0.00
H -3.00 -6.57 1.54 0.00
H -2.14 -5.31 0.61 0.00
H -2.62 -5.01 3.62 0.00
H -3.89 -4.57 2.47 0.00
H 0.00 -0.99 2.51 0.02
H -3.79 -3.78 0.14 0.00
H -3.69 -2.08 -0.33 -0.01
H -4.64 -2.54 1.08 0.00
N 5.67 4.25 -4.10 0.00
C 4.43 4.19 -3.47 0.00
C 4.35 4.24 -2.08 0.00
C 3.12 4.20 -1.45 0.00
C 1.96 4.14 -2.20 0.00
C 2.02 4.14 -3.59 0.00
C 3.25 4.15 -4.22 0.00
S 0.40 4.07 -1.38 0.00
O 0.60 4.48 -0.02 0.00
O -0.55 4.80 -2.20 0.00
N 0.01 2.49 -1.36 0.00
C -0.79 1.99 -2.26 0.00
S -1.64 2.80 -3.58 0.00
C -2.26 1.27 -4.12 0.00
C -1.89 0.28 -3.30 0.02
N -1.09 0.66 -2.22 -0.01
H 6.45 3.92 -3.55 0.00
H 5.69 3.90 -5.05 0.00
H 5.26 4.32 -1.49 0.00
H 3.05 4.25 -0.37 0.00
H 1.11 4.14 -4.17 0.00
H 3.30 4.15 -5.30 0.00
H -2.86 1.19 -5.00 0.00
H -2.13 -0.76 -3.42 0.00
```

Calculated values
E_HOMO (alpha / beta)   -7.726 / -7.733 eV
Multiplicity   2
Energy above the lowest of the compared OMol25 structures with the same formula, charge and spin   8.4 kcal/mol
Total charge   0
HOMO-LUMO gap (alpha / beta)   6.984 / 7.125 eV


Entry 2:
Here is a single H4N2O2S molecule from the OMol25 dataset. Energies are from ωB97M-V/def2-TZVPD.

XYZ file:
```
9
Properties=species:S:1:pos:R:3:nbo_charge:R:1
N -0.66 -0.58 -0.27 -0.60
N 0.83 1.49 0.39 -1.10
O -1.99 -1.01 0.19 -0.56
O 1.87 -0.58 -0.59 -0.92
S 0.99 -0.19 0.52 1.54
H -1.88 -1.96 0.35 0.45
H -0.53 -1.20 -1.05 0.35
H 1.18 1.97 -0.55 0.43
H 0.17 2.06 1.00 0.42
```

Calculated values
E_HOMO   -9.175 eV
Energy above the lowest of the compared OMol25 structures with the same formula, charge and spin   81.9 kcal/mol
Total charge   0
HOMO-LUMO gap   9.828 eV